1.
Below is a molecular structure, H4O2Rb, with properties calculated with the ωB97M-V functional and the def2-TZVPD basis.

```
! wB97M-V def2-TZVPD RIJCOSX def2/J DEFGRID3
* xyz 1 1
Rb -1.58081 0.21189 -0.31398
O -0.24375 -2.38517 -0.40113
H -0.33820 -3.27031 -0.78064
H 0.66621 -2.11649 -0.59517
O 0.30933 2.32074 0.41870
H 0.78399 1.95838 1.18089
H 0.40322 3.28095 0.49133
*
```

The calculation puts the HOMO energy at -16.10 eV. Its energy relative to the best compared isomer or geometry (same formula, charge and spin) is 11.8 kJ/mol. For the LUMO energy, the calculation gives -3.7550 eV.

---

2.
Below is a single C3H8OSi molecule at a distorted geometry, with properties calculated with the ωB97M-V functional and the def2-TZVPD basis.

```
! wB97M-V def2-TZVPD RIJCOSX def2/J DEFGRID3
* xyz 0 1
C -2.94505 -0.27433 0.14398
C -1.70294 0.21732 0.28888
C 2.13524 -0.11995 -0.83001
O -0.57568 -0.56666 0.16255
Si 1.07528 0.04109 0.66098
H -3.79035 0.30532 0.36513
H -3.03566 -1.20348 -0.28668
H -1.49177 1.26073 0.56344
H 2.47870 0.87108 -1.06684
H 3.12694 -0.71500 -0.63333
H 1.80357 -0.51579 -1.75277
H 1.91811 -0.80712 1.60466
H 1.00361 1.50680 0.77999
*
```

The calculation puts the HOMO energy at -8.79 eV. Its energy relative to the best compared isomer or geometry (same formula, charge and spin) is 116.0 kJ/mol. The SMILES is C=CO[SiH2]C. For the LUMO energy, the calculation gives 0.9052 eV.

---

3.
Below is a molecular structure, C20H19F3IrN2O4Si at a distorted geometry, with properties calculated with the ωB97M-V functional and the def2-TZVPD basis.

```
! wB97M-V def2-TZVPD RIJCOSX def2/J DEFGRID3
* xyz 2 2
Ir 1.15486 0.31216 0.73901
O 2.17816 -3.74424 -5.49154
C 1.20564 -2.85243 -5.42315
O 0.26419 -2.83611 -6.16232
C 1.22337 -1.83345 -4.30671
C 1.54339 -2.18825 -2.99627
C 1.46033 -1.24296 -2.00002
C 1.02784 0.07020 -2.26101
C 0.74815 0.41791 -3.59783
C 0.79219 -0.53641 -4.58533
N 0.85385 0.91299 -1.17507
C 0.49802 2.16884 -1.29634
C 0.54276 3.02122 -0.17184
C 0.27336 4.39548 -0.23708
C 0.30658 5.15000 0.91905
C 0.62105 4.54112 2.12918
C 0.89047 3.17861 2.13627
N 0.85124 2.46366 1.02648
H 2.91051 -3.62373 -4.87685
H 1.84822 -3.19764 -2.75439
H 1.73648 -1.50892 -0.97870
H 0.45427 1.41991 -3.87138
H 0.50335 -0.28426 -5.59608
H 0.16818 2.55685 -2.24850
H 0.05878 4.83867 -1.19935
H 0.10396 6.21187 0.89392
H 0.66574 5.10563 3.04826
H 1.12663 2.65752 3.05570
F 4.17772 1.25383 3.89021
C 4.34344 0.16586 3.12969
F 5.47936 0.27598 2.46650
F 4.37804 -0.90499 3.90823
C 3.14804 0.08844 2.15188
O 3.32376 0.26420 0.92305
O 1.99184 -0.11008 2.61936
C -4.62379 -1.39999 0.48739
Si -3.27127 -1.79931 1.79406
C -3.08053 -3.60974 2.23658
C -3.88117 -0.70171 3.25040
C -1.66327 -1.07996 1.21475
C -0.58188 -0.54206 0.91244
H -5.58894 -1.70841 0.88453
H -4.40736 -1.95873 -0.42232
H -4.64419 -0.33587 0.26531
H -4.02052 -4.00223 2.62550
H -2.31613 -3.75746 3.00001
H -2.80079 -4.20696 1.36840
H -4.84404 -1.07021 3.59816
H -3.97857 0.33013 2.92129
H -3.15135 -0.76500 4.05647
*
```

The calculation puts the HOMO energy (alpha / beta) at -14.91 / -14.91 eV. Its energy relative to the best compared isomer or geometry (same formula, charge and spin) is 149.0 kJ/mol. For the LUMO energy (alpha / beta), the calculation gives -9.3391 / -10.5131 eV. Its expectation value of S² is 0.764.